Below is a single C3H7N5 molecule, with properties calculated with the ωB97M-V functional and the def2-TZVPD basis.

Each atom is followed by the atoms it is bonded to, with distances in Å.
Atoms and positions in Å:
1 C 0.98891 0.12405 -0.09793  C2 1.511, N12 1.339, N13 1.297
2 C -0.33626 -0.60241 -0.10002  C1 1.511, H8 1.107, N14 1.306
3 C -3.60269 0.23071 -0.01875  H9 1.039, H10 1.085, N15 1.241
4 H 3.27438 0.53738 -0.64946  N11 0.996
5 H 3.31402 0.34966 0.91768  N11 0.976
6 H 1.98225 -1.71881 -0.29584  N12 1.049
7 H 0.24708 1.84530 -0.17588  N13 1.032
8 H -0.31278 -1.68084 -0.34855  C2 1.107
9 H -4.54448 -0.19919 -0.10511  C3 1.039
10 H -3.51116 1.30933 0.06029  C3 1.085
11 N 3.29428 -0.14406 0.07656  H4 0.996, H5 0.976, N12 1.411
12 N 2.01064 -0.72926 0.05081  C1 1.339, H6 1.049, N11 1.411
13 N 1.17327 1.40681 -0.05566  C1 1.297, H7 1.032
14 N -1.39021 0.13968 0.11012  C2 1.306, N15 1.401
15 N -2.62356 -0.52416 0.08918  C3 1.241, N14 1.401

Summary:
SMILES string = [H]/N=C(\C=N\N=C)NN
LUMO = -0.09 eV
E_HOMO = -9.3 eV
Relative energy (zero: lowest compared OMol25 entry of this formula, charge and spin) = 69.0 kcal/mol
Gap between HOMO and LUMO = 9.26 eV

Computed natural (NBO) charges, given in elementary charges: 0.342 0.060 -0.035 0.355 0.354 0.392 0.362 0.185 0.179 0.165 -0.626 -0.443 -0.724 -0.278 -0.287